{
  "formula": "C44H52Br2MnN6O2S2Se",
  "method": "the ωB97M-V functional and the def2-TZVPD basis",
  "symbols": ["Mn", "C", "C", "C", "C", "C", "C", "C", "Se", "C", "C", "C", "C", "C", "C", "O", "C", "C", "C", "C", "C", "C", "C", "C", "C", "O", "C", "C", "C", "C", "C", "C", "H", "H", "H", "H", "H", "H", "H", "H", "H", "H", "H", "H", "H", "H", "H", "H", "H", "H", "H", "H", "H", "H", "H", "H", "H", "H", "H", "H", "H", "H", "H", "H", "H", "H", "H", "H", "H", "H", "H", "H", "Br", "C", "C", "C", "N", "C", "C", "C", "C", "C", "Br", "C", "C", "N", "H", "H", "H", "H", "H", "H", "N", "C", "N", "C", "C", "S", "C", "C", "S", "C", "N", "N", "H", "H", "H", "H", "H", "H"],
  "positions_angstrom": [[-0.060242, 0.078790, -0.159302], [-4.106106, -2.210255, 6.018757], [-4.358265, -3.063890, 4.766108], [-5.869039, -3.216190, 4.587024], [-3.756511, -4.460908, 4.980769], [-3.701915, -2.403567, 3.549618], [-2.332040, -2.178072, 3.528067], [-1.718527, -1.580791, 2.437429], [0.179206, -1.287936, 2.560406], [0.193950, 0.447914, 3.389812], [0.378501, 0.564812, 4.758174], [0.390935, 1.814190, 5.369672], [0.241933, 2.922319, 4.537873], [0.068775, 2.850827, 3.157339], [0.020954, 1.571412, 2.547121], [-0.159800, 1.402733, 1.268601], [-0.052116, 4.120015, 2.298849], [-1.409178, 4.146053, 1.573024], [0.047618, 5.392054, 3.140967], [1.084154, 4.154119, 1.261673], [0.548114, 1.925912, 6.891088], [1.872517, 1.282203, 7.328331], [0.545762, 3.380796, 7.360710], [-0.616435, 1.198008, 7.580831], [-2.428279, -1.213572, 1.263596], [-1.800079, -0.719631, 0.217095], [-3.837954, -1.421520, 1.297074], [-4.412183, -2.005862, 2.423455], [-4.717780, -1.078238, 0.087410], [-6.209022, -1.284500, 0.360607], [-4.327674, -2.026137, -1.060656], [-4.556038, 0.400918, -0.304588], [-4.582237, -2.665273, 6.895455], [-4.514626, -1.204333, 5.885844], [-3.037616, -2.113515, 6.226844], [-6.296623, -3.680666, 5.479990], [-6.107924, -3.852706, 3.729763], [-6.354827, -2.246187, 4.447152], [-4.256689, -4.968209, 5.813469], [-2.690588, -4.403680, 5.211794], [-3.874817, -5.071564, 4.082017], [-1.710709, -2.454237, 4.374497], [0.500943, -0.341779, 5.343052], [0.258121, 3.904585, 4.993622], [-2.228807, 4.138569, 2.297574], [-1.513564, 3.277510, 0.925732], [-1.493543, 5.056386, 0.964445], [-0.758193, 5.451049, 3.878304], [-0.034006, 6.262996, 2.484217], [1.006375, 5.456567, 3.665131], [0.975011, 3.337035, 0.550060], [2.057456, 4.063296, 1.755990], [1.065938, 5.103935, 0.711373], [2.714500, 1.746043, 6.806890], [1.886944, 0.212160, 7.108102], [2.021468, 1.406612, 8.406901], [1.364207, 3.949437, 6.908114], [0.672459, 3.414455, 8.446608], [-0.398769, 3.876159, 7.116331], [-0.633889, 0.137577, 7.318092], [-1.572114, 1.634291, 7.276912], [-0.529237, 1.277170, 8.670888], [-5.484034, -2.157879, 2.420142], [-6.445170, -2.335697, 0.546152], [-6.781945, -0.964921, -0.516200], [-6.546428, -0.693825, 1.217747], [-4.605859, -3.051675, -0.801158], [-3.254589, -2.003553, -1.235320], [-4.854951, -1.756525, -1.986973], [-4.985966, 1.043167, 0.470172], [-5.087628, 0.604664, -1.244734], [-3.510488, 0.676317, -0.403179], [0.203118, 3.485353, -6.287293], [0.050424, 2.844405, -4.521550], [-1.100016, 3.066116, -3.808973], [-1.163723, 2.498910, -2.547904], [-0.178637, 1.807446, -1.990753], [0.965722, 1.700696, -2.649700], [1.107174, 2.162943, -3.942831], [2.131332, 1.171845, -1.869841], [3.423154, 1.179181, -2.354369], [4.460022, 0.932963, -1.470427], [6.240129, 0.914637, -2.087894], [4.199677, 0.732702, -0.137020], [2.866921, 0.679645, 0.231197], [1.864319, 0.834162, -0.624688], [-1.919976, 3.640430, -4.215718], [-2.068093, 2.604610, -1.954660], [2.027776, 2.010582, -4.488908], [3.628308, 1.399480, -3.392419], [4.993712, 0.607439, 0.585693], [2.577323, 0.495861, 1.261513], [-2.198766, -0.546929, -2.813942], [-1.067238, -1.259098, -3.020844], [-0.085877, -1.343322, -2.164893], [0.869507, -2.254436, -2.629648], [0.620355, -2.776031, -3.851265], [-0.864650, -2.181268, -4.475943], [2.051293, -2.624862, -1.830600], [3.052285, -3.427058, -2.265789], [4.203625, -3.664231, -1.011228], [3.234743, -2.651274, 0.025848], [2.170307, -2.176067, -0.534308], [3.632359, -2.384849, 1.309976], [-2.403249, -0.330537, -1.848809], [-2.987324, -0.726249, -3.406438], [1.199236, -3.494591, -4.410777], [3.180033, -3.901085, -3.227148], [4.315623, -2.992549, 1.722990], [2.918542, -2.040908, 1.933515]],
  "atomic_forces_ev_per_a": [[-0.2630, -0.5268, 0.0339], [-0.0237, 0.0133, 0.0222], [0.0594, 0.0514, -0.0193], [-0.0300, -0.0092, -0.0012], [-0.0291, -0.0178, 0.0179], [0.0578, -0.0531, 0.1149], [0.0157, 0.0793, -0.0327], [-0.0472, -0.0518, -0.1880], [0.0450, 0.1070, -0.0181], [0.0583, -0.0557, 0.0218], [-0.0195, 0.0013, -0.0182], [0.0125, -0.1093, 0.0976], [-0.0306, 0.1423, -0.0643], [0.0127, 0.1054, 0.0344], [0.0177, -0.2478, -0.0288], [0.0167, 1.0837, 0.5493], [-0.0390, -0.1303, -0.0085], [0.0283, 0.0539, -0.0139], [0.0301, 0.0541, 0.0334], [0.0025, 0.0763, -0.0383], [-0.0147, -0.0454, -0.0909], [0.0233, 0.0114, 0.0132], [0.0050, 0.0438, 0.0006], [-0.0152, 0.0194, 0.0275], [0.0982, 0.0200, 0.2805], [-1.1705, -0.5243, -0.2743], [0.0614, -0.0095, -0.0239], [-0.1111, 0.0596, -0.0431], [0.0700, -0.0118, 0.0395], [-0.0837, -0.0396, 0.0174], [-0.0713, 0.0331, -0.0030], [-0.0644, -0.0288, -0.0529], [0.0539, 0.0401, -0.0884], [0.0292, -0.0653, 0.0220], [-0.0630, 0.0069, -0.0167], [0.0155, 0.0255, -0.0537], [-0.0067, 0.0482, 0.0579], [0.0104, -0.0726, 0.0092], [0.0573, 0.0436, -0.0591], [-0.0330, -0.0036, -0.0264], [-0.0021, 0.0120, 0.0471], [-0.0504, 0.0173, -0.0406], [-0.0230, 0.0480, -0.0134], [0.0047, -0.1235, -0.0623], [0.0400, 0.0204, -0.0465], [-0.0089, -0.0279, 0.0135], [0.0112, -0.0961, 0.0849], [0.0606, 0.0206, -0.0346], [-0.0033, -0.0442, 0.0439], [-0.0752, 0.0163, -0.0290], [0.0212, -0.0421, 0.0159], [-0.0642, 0.0340, -0.0361], [-0.0027, -0.1030, 0.0693], [-0.0376, -0.0201, 0.0475], [0.0080, 0.0497, -0.0063], [-0.0167, -0.0292, -0.0885], [-0.0699, -0.0292, 0.0528], [-0.0139, 0.0042, -0.0629], [0.0851, -0.0127, 0.0236], [-0.0036, 0.0534, 0.0104], [0.0529, -0.0346, 0.0306], [-0.0030, -0.0133, -0.1004], [0.1519, 0.0060, -0.0044], [-0.0232, 0.0692, 0.0000], [0.0464, -0.0321, 0.0627], [0.0021, -0.0377, -0.0925], [0.0113, 0.0722, -0.0159], [-0.1140, -0.1522, 0.0657], [0.0458, -0.0309, 0.0915], [0.0225, -0.0621, -0.0556], [0.0814, -0.0135, 0.1157], [0.1018, 0.0631, -0.0235], [0.0363, 0.0030, -0.0073], [0.3632, -0.0722, -0.2998], [-0.2005, 0.0399, 0.1522], [-0.4606, -0.1190, 0.3099], [-0.2802, 0.0666, 0.3854], [0.4057, -0.2301, -0.2025], [0.2642, 0.0510, -0.3752], [-0.1656, 0.1960, -0.6545], [0.3040, 0.0983, -0.3865], [0.1176, 0.0070, -0.3678], [-0.0191, 0.0118, -0.0447], [-0.1063, 0.0229, 0.2988], [-0.0558, -0.2094, 0.3494], [0.7639, 0.2173, 0.4798], [-0.0120, -0.0546, 0.0485], [0.0738, -0.0602, -0.0256], [-0.0926, 0.0912, -0.0307], [0.0831, 0.0119, 0.0870], [-0.0901, -0.0364, -0.0010], [0.0104, -0.0590, -0.0406], [0.3975, 0.4949, -0.2280], [-0.2969, -0.1211, -0.0026], [0.5109, -0.4113, -0.0336], [0.0498, 0.2521, -0.0086], [0.0549, -0.1237, -0.1431], [-0.0754, 0.0419, 0.0095], [-0.1775, 0.1954, -0.0219], [0.0973, -0.0892, -0.1316], [0.0009, 0.0597, 0.1201], [0.2412, -0.2482, 0.0798], [-0.2957, 0.1257, 0.1138], [-0.0156, 0.2239, -0.2514], [-0.0346, -0.0501, 0.2938], [-0.0802, -0.0497, -0.0005], [-0.0301, 0.0787, 0.0926], [-0.0171, 0.0821, 0.0977], [-0.0066, -0.0696, 0.0482], [-0.1623, -0.0664, -0.0013]],
  "lowdin_spin": [4.63, 0.00, 0.00, 0.00, 0.00, 0.00, 0.00, 0.01, 0.03, 0.01, 0.00, 0.00, 0.00, 0.01, 0.01, 0.07, 0.00, 0.00, 0.00, 0.00, 0.00, 0.00, 0.00, 0.00, 0.01, 0.06, 0.00, 0.00, 0.00, 0.00, 0.00, 0.00, 0.00, 0.00, 0.00, 0.00, 0.00, 0.00, 0.00, 0.00, 0.00, 0.00, 0.00, 0.00, 0.00, 0.00, 0.00, 0.00, 0.00, 0.00, 0.00, 0.00, 0.00, 0.00, 0.00, 0.00, 0.00, 0.00, 0.00, 0.00, 0.00, 0.00, 0.00, 0.00, 0.00, 0.00, 0.00, 0.00, 0.00, 0.00, 0.00, 0.00, 0.00, 0.00, 0.00, 0.00, 0.03, 0.00, 0.00, 0.01, 0.00, 0.00, 0.00, 0.00, 0.01, 0.03, 0.00, 0.00, 0.00, 0.00, 0.00, 0.00, 0.00, 0.00, 0.03, 0.00, 0.00, 0.00, 0.00, 0.00, 0.00, 0.00, 0.01, 0.00, 0.00, 0.00, 0.00, 0.00, 0.00, 0.00],
  "e_homo_ev": [-6.700, -6.704],
  "spin_multiplicity": 6,
  "relative_energy_kcal_mol": 16.40,
  "homo_lumo_gap_ev": [6.00, 5.96],
  "s2": 8.7548,
  "lumo_energy_ha": [-0.0256, -0.0272],
  "fmax_ev_per_a": 1.31,
  "charge": 0,
  "e_tot_ev": -317934.322
}

***

{
  "formula": "C10H8N5O10",
  "method": "the ωB97M-V functional and the def2-TZVPD basis",
  "symbols": ["C", "C", "O", "C", "C", "N", "O", "O", "O", "H", "H", "H", "H", "H", "H", "O", "N", "O", "C", "C", "C", "N", "O", "O", "C", "C", "N", "O", "O", "N", "C", "H", "H"],
  "positions_angstrom": [[-4.996505, -0.262070, 2.700926], [-3.779275, 0.640771, 2.711015], [-2.593575, -0.167793, 2.539022], [-1.484600, 0.613784, 2.437549], [-0.322168, -0.161299, 2.015022], [0.937675, 0.154783, 2.466034], [1.880031, -0.689860, 2.296982], [1.127077, 1.232946, 3.055639], [-1.506907, 1.816077, 2.661656], [-5.897757, 0.363049, 2.719286], [-5.022427, -0.867222, 1.781644], [-5.020303, -0.917903, 3.584997], [-3.819945, 1.336136, 1.862452], [-3.738601, 1.229747, 3.640378], [-0.440159, -1.206434, 1.750583], [5.119963, -0.868181, -3.623652], [3.958580, -1.310049, -3.670235], [3.659527, -2.271099, -4.410455], [2.904930, -0.751211, -2.851671], [1.628747, -1.319700, -2.849616], [0.600105, -0.838586, -2.003853], [-0.744797, -1.284058, -2.242989], [-0.894711, -2.217918, -3.061965], [-1.701977, -0.692935, -1.694504], [0.810229, 0.274772, -1.140939], [2.079755, 0.850432, -1.147301], [2.546161, 2.067132, -0.622242], [2.015198, 2.962255, 0.018067], [3.895032, 2.178834, -1.024545], [4.250875, 1.131442, -1.874391], [3.136646, 0.368148, -1.954256], [1.381169, -2.089969, -3.567982], [0.032011, 0.695967, -0.500672]],
  "atomic_forces_ev_per_a": [[-0.0127, -0.1669, -0.0107], [-0.1001, -0.1952, -0.2608], [-0.9299, 0.4970, 0.1819], [1.8870, 0.6336, -0.2346], [-0.5676, -0.4235, 0.1670], [0.2774, 0.0173, 0.3316], [-0.7671, 0.7746, -0.1492], [0.4611, -0.5028, -0.3477], [-0.5192, -0.7276, -0.0639], [0.1136, -0.1133, 0.0203], [0.0153, 0.1001, 0.3588], [0.0415, 0.1104, -0.3535], [-0.0444, 0.0129, 0.2940], [0.1995, -0.2164, -0.3333], [0.0293, 0.2299, 0.0655], [-2.2553, -0.1443, 0.4563], [1.5840, -1.3411, -1.5656], [0.0034, 1.4154, 1.1235], [-1.3113, -0.0255, 1.2527], [1.2195, 0.5210, -0.3001], [1.0495, 2.4377, 1.0587], [-2.6025, -0.6257, -0.5193], [0.2642, 1.4189, 1.4311], [2.2017, -1.1454, -0.8959], [-0.8376, -0.9102, -0.4375], [0.8962, 1.0456, -0.2015], [-0.6340, -0.2890, 0.3171], [1.0643, -1.5967, -1.0662], [-1.2441, -0.3799, 0.1203], [-1.8714, -0.6080, 0.2983], [2.2287, 0.5526, -0.6902], [0.1678, -0.0829, 0.1682], [-0.0067, -0.2723, -0.2152]],
  "lowdin_charge": [-0.09, -0.25, -0.03, -0.51, -0.05, -0.46, -0.10, -0.03, 0.05, 0.07, 0.08, 0.07, 0.12, 0.12, 0.10, 0.07, -0.32, 0.04, -0.05, 0.11, -0.11, -0.32, 0.05, 0.07, 0.15, -0.08, -0.13, 0.13, 0.05, 0.14, -0.15, 0.13, 0.13],
  "e_homo_ev": -4.637,
  "relative_energy_kcal_mol": 0.00,
  "homo_lumo_gap_ev": 4.57,
  "lumo_energy_ha": -0.0024,
  "fmax_ev_per_a": 2.86,
  "charge": -1,
  "e_tot_ev": -38413.280
}

***

{
  "formula": "C6H7F2NO3S",
  "method": "the ωB97M-V functional and the def2-TZVPD basis",
  "symbols": ["O", "S", "O", "N", "O", "C", "C", "F", "C", "C", "C", "C", "F", "H", "H", "H", "H", "H", "H", "H"],
  "positions_angstrom": [[-1.036395, 0.851433, -1.663668], [-1.341553, -0.026162, -0.592707], [-1.735954, -1.405870, -0.891815], [-2.769331, 0.683990, 0.031335], [-3.148520, -0.187016, 1.015281], [-0.198314, -0.089451, 0.779747], [0.756573, 1.415927, 0.515649], [0.244249, 2.400805, 1.129322], [1.929203, 1.354351, -0.084092], [2.292903, 0.177005, -0.933707], [1.695357, -1.012625, -0.682585], [0.740542, -1.215024, 0.605167], [1.630783, -1.162447, 1.701002], [-3.307861, 0.732719, -0.831059], [-2.999261, -1.087639, 0.618394], [-0.777347, 0.197341, 1.712955], [2.542028, 2.204618, -0.259484], [3.162829, 0.307529, -1.605170], [2.126758, -2.011071, -1.066581], [0.193312, -2.128407, 0.502008]],
  "atomic_forces_ev_per_a": [[1.0224, 0.3014, -0.6302], [-2.2240, -0.6005, -0.6892], [0.7819, 0.6348, 0.4401], [2.9563, 0.5612, -0.0278], [-1.3259, -1.5594, 0.3300], [0.9602, 5.7551, -0.7251], [-0.5755, -5.1030, -0.0014], [-0.9402, 2.1328, 1.2218], [-0.3238, -0.6821, -1.8320], [-0.5556, -0.8766, 1.6150], [0.7785, -1.3699, 0.8026], [2.4645, 0.9781, -1.3367], [-0.8057, -0.7377, -0.2559], [-0.9377, -0.3215, 0.1837], [-0.5351, 0.4969, 0.4902], [0.8159, -1.1628, -0.9127], [0.2196, 0.8504, 0.3423], [-0.8637, -0.2903, 0.3021], [-1.0105, 1.8647, 0.2540], [0.0984, -0.8717, 0.4294]],
  "lowdin_charge": [-0.26, 0.68, -0.31, -0.18, -0.11, -0.16, -0.25, 0.15, -0.02, -0.06, -0.01, -0.30, -0.01, 0.11, 0.09, 0.16, 0.11, 0.12, 0.13, 0.13],
  "e_homo_ev": -9.262,
  "relative_energy_kcal_mol": 66.51,
  "homo_lumo_gap_ev": 9.53,
  "smiles": "O=S(=O)(NO)[C@@H]1C(F)=CC=C[C@H]1F",
  "lumo_energy_ha": 0.0100,
  "fmax_ev_per_a": 5.88,
  "charge": 0,
  "e_tot_ev": -30232.990
}